C40H31Cl5F18IrN5O2PS | ωB97M-V/def2-TZVPD

Calculated total energy: -188017.9498 eV
Kohn-Sham gap: 6.87 eV
Energy relative to the best compared isomer or geometry (same formula, charge and spin): 0.634 eV
HOMO: -10.8 eV

```
! wB97M-V def2-TZVPD RIJCOSX def2/J DEFGRID3
* xyz 1 1
Ir -0.03 -0.56 0.17
Cl -2.27 0.43 -6.86
C -1.54 0.10 -5.34
C -2.23 0.37 -4.16
Cl -3.79 1.07 -4.21
C -1.64 0.09 -2.93
Cl -2.48 0.52 -1.48
C -0.38 -0.48 -2.86
O 0.27 -0.87 -1.74
C 0.32 -0.71 -4.05
Cl 1.94 -1.30 -3.96
C -0.25 -0.42 -5.28
Cl 0.63 -0.71 -6.72
C -3.25 -5.00 0.50
C -2.38 -4.47 -0.63
N -1.93 -3.11 -0.31
C -2.37 -2.34 0.70
N -1.75 -1.18 0.95
C -2.46 -0.22 1.82
C -3.08 -0.95 2.99
C -4.08 -1.93 2.43
N -3.45 -2.75 1.39
C -4.20 -3.90 0.92
H -2.63 -5.29 1.35
H -3.79 -5.88 0.16
H -2.94 -4.45 -1.57
H -1.50 -5.09 -0.77
H -1.22 -2.69 -0.89
H -3.22 0.31 1.23
H -1.74 0.53 2.15
H -3.58 -0.25 3.65
H -2.29 -1.45 3.55
H -4.92 -1.40 1.99
H -4.47 -2.61 3.20
H -4.85 -3.61 0.08
H -4.85 -4.22 1.73
F 2.05 4.10 0.66
C 1.40 3.01 1.04
F 1.14 3.11 2.34
F 2.26 1.97 0.88
C 0.11 2.71 0.22
O -0.37 1.49 0.57
C 0.46 2.83 -1.30
F 1.40 1.91 -1.61
F -0.59 2.58 -2.08
F 0.94 4.02 -1.64
C -1.00 3.75 0.58
F -0.58 5.01 0.43
F -1.39 3.60 1.85
F -2.07 3.57 -0.19
C 2.82 0.96 6.14
N 1.68 0.57 5.33
C 1.71 0.30 4.02
N 2.90 0.41 3.39
S 0.30 -0.20 3.24
H 2.45 1.35 7.08
H 3.38 1.77 5.67
H 3.49 0.12 6.34
H 0.79 0.41 5.77
H 3.66 0.90 3.83
H 2.86 0.45 2.39
F 0.23 -7.37 -4.05
C 0.87 -7.55 -2.89
F 2.11 -7.97 -3.18
F 0.26 -8.55 -2.23
C 0.90 -6.29 -2.06
C 0.75 -5.05 -2.66
C 0.81 -3.90 -1.88
C 1.01 -3.98 -0.51
C 1.19 -5.23 0.08
C 1.13 -6.38 -0.70
P 1.23 -2.44 0.48
C 2.94 -2.00 0.04
C 3.24 -0.82 -0.62
C 4.55 -0.52 -0.96
C 5.56 -1.41 -0.66
C 5.27 -2.62 -0.03
C 3.97 -2.92 0.31
C 7.00 -1.09 -0.97
F 7.62 -2.14 -1.53
F 7.67 -0.79 0.16
F 7.12 -0.05 -1.80
C 1.22 -3.06 2.18
C 0.05 -3.65 2.65
C -0.05 -4.04 3.97
C 1.02 -3.85 4.83
C 2.20 -3.29 4.36
C 2.30 -2.90 3.03
C 0.94 -4.22 6.28
F -0.27 -4.69 6.62
F 1.85 -5.15 6.60
F 1.19 -3.15 7.06
H 0.58 -4.97 -3.72
H 0.71 -2.94 -2.36
H 1.37 -5.33 1.14
H 1.26 -7.35 -0.23
H 2.47 -0.12 -0.89
H 4.78 0.41 -1.48
H 6.06 -3.33 0.17
H 3.74 -3.87 0.77
H -0.80 -3.80 1.99
H -0.97 -4.49 4.34
H 3.04 -3.15 5.03
H 3.21 -2.44 2.69
*
```